## w
{"formula": "C3H8NOS", "method": "ωB97M-V/def2-TZVPD", "symbols": ["C", "C", "C", "N", "O", "S", "H", "H", "H", "H", "H", "H", "H", "H"], "positions_angstrom": [[-4.23882, -0.33747, 0.83525], [2.01729, 0.65550, 1.28145], [0.73427, -0.43226, -0.57882], [1.72333, 0.54359, 0.04798], [-3.03556, -0.04357, 0.59438], [-2.38872, 0.50513, -0.71873], [-4.91372, -0.28796, -0.06523], [-4.41102, -0.74900, 1.73473], [2.84784, 1.31794, 1.55347], [1.44820, 0.06019, 1.99204], [0.60537, -0.04731, -1.71088], [1.17729, -1.47237, -0.53606], [-0.34251, -0.48261, -0.13801], [2.38874, 1.06855, -0.57725]], "lowdin_charge": [0.020, 0.159, -0.069, -0.006, -0.655, 0.650, 0.128, 0.069, 0.132, 0.130, 0.139, 0.110, 0.002, 0.191], "orbital_gap_ev": 6.74, "homo_energy_ev": -11.63, "charge": 1}



## x
{"formula": "C3H8NOS", "method": "ωB97M-V/def2-TZVPD", "symbols": ["O", "C", "C", "C", "S", "N", "H", "H", "H", "H", "H", "H", "H", "H"], "positions_angstrom": [[2.42313, -0.25412, 0.47243], [1.48061, 0.45870, 0.39340], [0.18383, -0.09853, -0.31570], [-1.06790, 0.64331, 0.13980], [-1.16302, 2.35894, -0.29792], [0.12321, -1.56814, 0.13294], [1.27247, 1.47542, 0.75800], [0.44023, -0.07414, -1.37148], [-1.93050, 0.08207, -0.24792], [-1.16042, 0.46400, 1.21526], [-0.99603, 2.21796, -1.61539], [0.38437, -2.26614, -0.55644], [0.82953, -1.62654, 0.86762], [-0.81951, -1.81278, 0.42539]], "lowdin_charge": [0.123, -0.186, -0.280, -0.582, 0.817, 0.239, 0.124, 0.158, 0.089, 0.102, -0.106, 0.178, 0.155, 0.169], "orbital_gap_ev": 9.39, "homo_energy_ev": -13.51, "smiles": "[NH3+][C@H](C=O)CS", "charge": 1}



Result of the stability comparison: w is the least stable of them.



## w
{"formula": "C36H30HfN2O2P", "method": "ωB97M-V/def2-TZVPD", "symbols": ["Hf", "N", "C", "C", "O", "O", "H", "H", "H", "H", "C", "C", "C", "C", "C", "C", "P", "C", "C", "C", "C", "C", "C", "C", "C", "C", "C", "C", "C", "C", "C", "C", "C", "H", "H", "H", "H", "H", "H", "H", "H", "H", "H", "H", "H", "H", "H", "H", "H", "N", "C", "C", "C", "C", "C", "C", "C", "C", "C", "C", "C", "C", "H", "H", "H", "H", "H", "H", "H", "H", "H", "H"], "positions_angstrom": [[0.79871, -0.22830, -0.57926], [3.67996, 0.99957, -0.54880], [3.38317, 2.19803, -1.34274], [2.00507, 2.09409, -1.97971], [1.34642, 3.05294, -2.28211], [1.59591, 0.82978, -2.12905], [4.52484, 1.15094, -0.00729], [3.87158, 0.21854, -1.17107], [4.10328, 2.38448, -2.14628], [3.38231, 3.08020, -0.70335], [-3.12304, 5.71179, -1.67276], [-2.39796, 5.09258, -2.67833], [-1.88362, 3.81898, -2.47734], [-2.10396, 3.16398, -1.26887], [-2.83058, 3.79278, -0.25725], [-3.33823, 5.06352, -0.46166], [-1.43821, 1.49489, -1.08636], [-0.83874, 1.57857, 0.66724], [0.15002, 2.53525, 0.95246], [0.58253, 2.72760, 2.25647], [0.03706, 1.96928, 3.28757], [-0.92522, 1.00514, 3.01162], [-1.35463, 0.79667, 1.70620], [-2.80234, 0.32751, -1.00916], [-4.11267, 0.70991, -1.14371], [-5.13807, -0.25345, -1.18912], [-4.82264, -1.57727, -1.09901], [-3.47794, -2.00118, -0.96137], [-3.16843, -3.38075, -0.86953], [-1.87785, -3.78680, -0.73050], [-0.83795, -2.83063, -0.67913], [-1.05757, -1.46668, -0.78433], [-2.43194, -1.04941, -0.92454], [-3.51951, 6.70659, -1.82669], [-2.22186, 5.60097, -3.61641], [-1.29099, 3.34433, -3.24867], [-3.00247, 3.29071, 0.68804], [-3.90242, 5.55125, 0.32202], [0.53298, 3.16197, 0.15207], [1.32296, 3.48631, 2.47396], [0.35662, 2.13917, 4.30761], [-1.35606, 0.42135, 3.81464], [-2.11503, 0.05483, 1.49601], [-4.36677, 1.75905, -1.22892], [-6.16580, 0.06411, -1.30032], [-5.59977, -2.33064, -1.13674], [-3.97664, -4.10057, -0.91261], [-1.63719, -4.83939, -0.66041], [0.16876, -3.21705, -0.57756], [1.73616, -0.33459, 1.48527], [1.70361, -1.63272, 2.14255], [1.14471, -1.72333, 3.40691], [1.07540, -2.94829, 4.04957], [1.57413, -4.07743, 3.42082], [2.14500, -3.97119, 2.16452], [2.23004, -2.74967, 1.49385], [2.82365, -2.69298, 0.13141], [3.92310, -3.50659, -0.14897], [4.42784, -3.59401, -1.43639], [3.81652, -2.88899, -2.46294], [2.73848, -2.06321, -2.17685], [2.23894, -1.90363, -0.87527], [1.40624, 0.38789, 2.12672], [2.68877, -0.08350, 1.19743], [0.77659, -0.83220, 3.89828], [0.63628, -3.01540, 5.03535], [1.51692, -5.04268, 3.90473], [2.51558, -4.85843, 1.66883], [4.39247, -4.07114, 0.64674], [5.28761, -4.21971, -1.63595], [4.17866, -2.98012, -3.47860], [2.29721, -1.51365, -3.00296]], "lowdin_charge": [1.682, 0.007, -0.151, -0.609, 0.087, -0.239, 0.096, 0.072, 0.133, 0.125, -0.063, -0.060, -0.083, -0.375, -0.093, -0.066, 1.094, -0.444, -0.105, -0.060, -0.074, -0.074, -0.072, -0.336, -0.058, -0.056, -0.015, -0.161, -0.017, -0.060, -0.115, -0.227, -0.221, 0.111, 0.112, 0.105, 0.114, 0.110, 0.111, 0.120, 0.120, 0.120, 0.117, 0.103, 0.111, 0.119, 0.120, 0.110, 0.074, 0.011, -0.222, -0.024, -0.061, -0.058, -0.015, -0.140, -0.215, -0.032, -0.061, -0.073, -0.129, -0.252, 0.068, 0.091, 0.097, 0.112, 0.113, 0.120, 0.116, 0.111, 0.109, 0.095], "orbital_gap_ev": 7.55, "homo_energy_ev": -10.75, "charge": 1}



## x
{"formula": "C36H30HfN2O2P", "method": "ωB97M-V/def2-TZVPD", "symbols": ["Hf", "N", "C", "C", "O", "O", "H", "H", "H", "H", "C", "C", "C", "C", "C", "C", "P", "C", "C", "C", "C", "C", "C", "C", "C", "C", "C", "C", "C", "C", "C", "C", "C", "H", "H", "H", "H", "H", "H", "H", "H", "H", "H", "H", "H", "H", "H", "H", "H", "N", "C", "C", "C", "C", "C", "C", "C", "C", "C", "C", "C", "C", "H", "H", "H", "H", "H", "H", "H", "H", "H", "H"], "positions_angstrom": [[0.98462, -0.72696, -0.31334], [2.49318, -2.02260, -1.71602], [3.04198, -3.00598, -0.75880], [3.14757, -2.41335, 0.67673], [4.04740, -2.75789, 1.39941], [2.20688, -1.58613, 0.98189], [2.26962, -2.50323, -2.59024], [3.25216, -1.36939, -1.94715], [4.03127, -3.37670, -1.04772], [2.35897, -3.85831, -0.68389], [-2.35733, 4.90521, 1.56771], [-2.92322, 4.30458, 0.45511], [-2.65734, 2.97980, 0.16808], [-1.83405, 2.23592, 1.01160], [-1.23552, 2.85326, 2.10929], [-1.52014, 4.17597, 2.39792], [-1.28346, 0.57933, 0.50209], [-2.71741, -0.05669, -0.45404], [-2.54090, -0.82732, -1.59904], [-3.64121, -1.35034, -2.25999], [-4.91917, -1.13717, -1.76916], [-5.09925, -0.39456, -0.61232], [-4.00479, 0.14475, 0.03929], [-1.54726, -0.59881, 1.87864], [-2.21758, -0.30511, 3.03966], [-2.58237, -1.33741, 3.91692], [-2.32907, -2.64165, 3.59302], [-1.64978, -2.97715, 2.40166], [-1.44673, -4.31683, 2.01551], [-0.88041, -4.60767, 0.80897], [-0.39224, -3.57884, -0.01430], [-0.49822, -2.24288, 0.32899], [-1.19228, -1.94172, 1.54383], [-2.56203, 5.94279, 1.78016], [-3.56416, 4.87280, -0.19995], [-3.09527, 2.51796, -0.70491], [-0.55587, 2.28363, 2.73320], [-1.07292, 4.64953, 3.25851], [-1.53757, -1.02464, -1.97479], [-3.50701, -1.92929, -3.16260], [-5.76979, -1.56444, -2.27839], [-6.09069, -0.24712, -0.21032], [-4.14228, 0.72786, 0.93878], [-2.47588, 0.71940, 3.27115], [-3.09795, -1.08648, 4.83080], [-2.68812, -3.44101, 4.22419], [-1.76553, -5.10343, 2.67971], [-0.77758, -5.63294, 0.49228], [0.04906, -3.87422, -0.96419], [2.29302, 1.11210, 0.90988], [3.46329, 0.77226, 0.13845], [4.60157, 0.25695, 0.74906], [5.68789, -0.13716, -0.01539], [5.65810, 0.02013, -1.39246], [4.54626, 0.57986, -2.00239], [3.43600, 0.95844, -1.25228], [2.24719, 1.57471, -1.89427], [2.40533, 2.79140, -2.55041], [1.30558, 3.43094, -3.09089], [0.06467, 2.82364, -3.01369], [-0.07368, 1.59559, -2.38371], [1.00286, 0.91450, -1.79106], [2.53758, 1.08933, 1.90045], [1.96525, 2.05555, 0.68380], [4.62178, 0.11976, 1.82097], [6.56463, -0.54370, 0.46466], [6.49522, -0.30017, -1.99332], [4.53377, 0.72985, -3.07197], [3.38684, 3.24081, -2.60778], [1.40895, 4.39150, -3.56991], [-0.79575, 3.31104, -3.44832], [-1.06666, 1.15812, -2.37334]], "lowdin_charge": [1.621, -0.006, -0.124, -0.615, 0.113, -0.178, 0.122, 0.074, 0.134, 0.115, -0.062, -0.059, -0.088, -0.355, -0.107, -0.069, 1.062, -0.356, -0.114, -0.062, -0.064, -0.057, -0.086, -0.313, -0.074, -0.055, -0.010, -0.153, -0.014, -0.063, -0.127, -0.262, -0.211, 0.111, 0.112, 0.107, 0.106, 0.110, 0.084, 0.110, 0.110, 0.112, 0.113, 0.101, 0.110, 0.119, 0.118, 0.108, 0.090, 0.062, -0.287, -0.019, -0.046, -0.056, -0.042, -0.204, -0.251, -0.026, -0.061, -0.073, -0.144, -0.267, 0.122, 0.121, 0.130, 0.121, 0.113, 0.128, 0.121, 0.110, 0.108, 0.064], "orbital_gap_ev": 7.78, "homo_energy_ev": -10.58, "charge": 1}



Result of the stability comparison: x is the least stable of them.



## w
{"formula": "CClF3O2S", "method": "ωB97M-V/def2-TZVPD", "symbols": ["C", "O", "O", "F", "F", "F", "S", "Cl"], "positions_angstrom": [[0.71790, -0.02025, -0.34385], [-0.56117, 0.26599, 1.95104], [-0.79990, -1.80268, 0.62262], [1.79072, 0.41045, 0.38574], [0.79497, 1.98149, -1.85555], [0.99051, -0.93023, -1.17580], [-0.73614, -0.40481, 0.72794], [-2.19689, 0.50005, -0.31215]], "lowdin_charge": [-0.292, -0.260, -0.254, 0.136, -0.425, 0.233, 0.353, 0.509], "orbital_gap_ev": [7.72, 7.76], "homo_energy_ev": [-11.30, -11.34], "charge": 0}



## x
{"formula": "CClF3O2S", "method": "ωB97M-V/def2-TZVPD", "symbols": ["C", "O", "O", "F", "F", "F", "S", "Cl"], "positions_angstrom": [[1.41428, 0.24536, -0.06743], [-2.67707, -1.58542, 0.34420], [0.11140, -0.11434, 0.18824], [2.27403, -0.48069, 0.76811], [1.57048, 1.51917, 0.05662], [1.71557, -0.16295, -1.29312], [-2.02806, -0.42125, 0.73297], [-2.38064, 1.00013, -0.72957]], "lowdin_charge": [-0.813, -0.404, -0.324, 0.067, 0.186, 0.137, 0.841, 0.310], "orbital_gap_ev": [7.21, 7.21], "homo_energy_ev": [-10.42, -10.42], "charge": 0}



Result of the stability comparison: w is the least stable of them.